A structure of composition C21H28BrIKN2O4S in a non-equilibrium geometry, computed with ωB97M-V/def2-TZVPD.

The geometry in ORCA input format:
```
! RIJCOSX wB97M-V def2-TZVPD def2/J DEFGRID3
* xyz 1 1
O 4.65300 -3.45631 -0.13412
H 3.04348 3.00882 -0.68410
C -0.20309 -0.52195 -0.76506
H 2.58978 -1.48276 1.53097
N -1.65358 2.13421 2.76976
H 1.86900 -4.92710 1.47684
O 2.42859 -2.52161 -0.31292
H -0.78487 -1.39220 -2.91072
C -1.85514 1.56939 0.37067
H 1.80217 -0.85375 3.45402
H 3.71734 -5.24933 1.65908
C 2.86861 -5.00806 0.85481
H 3.34360 0.31643 -2.83158
C 1.45385 -0.94833 -2.94418
H 0.24829 -2.50331 -1.79478
C 0.59236 -0.87174 0.62339
C 3.32429 -3.61800 0.11445
O 2.18376 3.14029 -2.63617
H -4.06254 0.40186 -3.52392
C 0.78648 -0.22641 3.47754
C 0.14706 0.01838 1.97019
H -1.59254 0.59843 -3.28075
S -2.92914 3.19718 2.22157
I 1.39280 1.67945 4.46949
C -1.03884 1.17930 1.76142
H 1.97964 5.19984 0.21506
H -4.85308 2.03806 -1.42330
H 1.27088 -2.82928 1.57717
C 2.23754 0.37593 -2.38522
Br -3.60649 -1.78688 -2.19108
N -2.89796 2.65284 0.53294
H 0.89107 5.44458 -1.35584
C 1.74103 -1.99716 0.86628
H -2.40266 2.12030 -2.32470
H 0.34348 -1.28044 5.49514
C 1.93887 5.03317 -0.96564
H 2.83278 5.65695 -1.42663
H -2.28845 -0.44749 3.65127
C 1.63660 1.81268 -2.99653
H -2.30669 -1.25672 5.35400
C -1.69414 -0.48360 4.68301
H -4.57479 0.52253 -0.31397
H -0.33585 -2.20853 3.98094
K -4.94357 -3.29374 -0.69760
H 1.07986 2.86746 -0.82973
H 2.22519 -1.85512 -2.85285
O 0.64621 1.78955 -3.89434
H 2.71355 -5.92402 0.10506
C 0.09840 -1.36800 -2.13313
C 2.06339 3.40952 -1.19449
H 1.27685 -0.83132 -4.11898
H -5.88726 0.45450 -1.68018
H 2.38187 0.41230 -1.21581
C -4.80284 0.86929 -1.41915
C -1.38504 0.65468 -0.90363
C -0.21377 -1.14233 4.45723
C -3.66612 0.22476 -2.41178
H -1.62963 0.55814 5.21914
C -2.19360 0.94465 -2.33858
*
```

- frontier orbital gap (eV) = 6.52
- HOMO (eV) = -10.6

A structure of composition C21H28Cl3FNO2Si2Ti in a non-equilibrium geometry, computed with ωB97M-V/def2-TZVPD.

The geometry in ORCA input format:
```
! RIJCOSX wB97M-V def2-TZVPD def2/J DEFGRID3
* xyz 0 2
C -0.29067 -4.39958 -3.22463
Si -1.00020 -0.14726 2.01021
H -0.77202 1.12383 4.28625
H 3.03810 2.28580 3.19325
H -0.04588 -2.24646 2.49354
H -0.03222 4.25414 2.19587
H -0.31845 -2.38278 0.90526
Ti -0.34032 0.55375 -0.99012
H -1.01273 2.99183 2.81190
H -2.90275 1.42577 1.68640
H 1.25594 3.41219 -0.41311
O 0.23248 1.88250 -2.50625
Si 1.00562 2.25809 1.63967
C -0.91876 -4.34700 -1.99769
H 3.58293 -3.15565 -0.58714
C -0.86055 0.13530 3.87638
C -0.80602 -1.93765 1.76521
C 2.42664 -0.77062 1.44629
H 1.49578 2.66221 4.00901
C -0.80438 2.57428 -2.30202
C 1.96489 -1.86651 -1.08086
H 2.70150 -0.36882 2.43059
C -1.10980 3.81402 -3.26077
H -1.11182 -5.20017 -1.40738
H -3.48230 -0.26599 1.74214
C 1.32846 -0.28031 0.66030
C 1.99666 2.07814 3.22394
C -1.27440 -1.98554 -2.27220
O -1.60286 2.31803 -1.39224
H 2.53127 3.95344 0.77876
H -1.71075 -0.06202 -2.86474
H -2.85510 0.37234 0.25299
C -1.74205 -0.68380 -1.93749
C -0.45363 3.37825 1.94382
C 3.22393 -1.80115 0.98271
H 0.39774 -3.36688 -4.99329
H 2.70974 2.57675 -0.11395
H -1.73166 -2.58011 1.79639
Cl 0.39462 4.48361 -3.86599
H 1.83310 1.06334 3.56102
H 1.68367 -2.15500 -2.07103
C -0.05487 -3.27667 -3.98471
C 0.29963 0.65566 1.04039
C -0.61335 -2.08268 -3.47239
C -2.67762 0.37426 1.32328
Cl -2.10631 4.94824 -2.29863
H -0.52094 -1.11379 -3.96689
H 3.92991 -2.23567 1.66782
H -1.72449 -0.29196 4.31550
C 2.98327 -2.30488 -0.27531
H -0.08675 -0.54278 4.22080
H -1.12331 3.46834 1.05652
H -1.94753 -3.22010 -0.53484
C -1.45060 -3.17888 -1.49045
H -2.73993 -0.67414 -1.46559
F 0.11480 -5.60380 -3.76308
Cl -2.04118 3.20240 -4.57993
N 1.14896 -0.84346 -0.57986
C 1.98654 3.12556 0.37639
*
```

- expectation value of S² = 0.76
- frontier orbital gap (alpha / beta) (eV) = 7.81 / 7.77
- HOMO (alpha / beta) (eV) = -7.9 / -7.9